Entry from OMol25: 11 unconnected molecules or ions with the total composition C38H107N13O11 at a distorted geometry (wB97M-V/def2-TZVPD).

Geometry as XYZ:
```
169
Properties=species:S:1:pos:R:3:forces:R:3:mulliken_charge:R:1
O -16.32648 2.01473 10.34517 -0.5425 -0.0365 0.5865 -0.35
O -18.82507 5.46722 30.97622 -1.0950 0.1830 0.2945 -0.30
O -9.75612 6.44899 12.91932 1.1924 -0.3997 1.6850 -0.28
O -13.28622 9.30245 24.59362 -0.0677 -0.0279 -0.5533 -0.68
O -12.41644 2.15446 31.26041 -1.0212 -1.6422 1.6661 -0.41
O -17.20194 12.45587 13.78374 2.1188 0.1883 0.3547 -0.32
O -25.59807 5.11115 19.51571 0.9108 0.1799 0.6378 -0.33
O -6.00541 4.76244 20.54110 1.3646 0.4153 -0.4424 -0.35
O -23.13489 13.44257 18.61864 2.2430 0.5324 0.9135 -0.33
O -15.77352 6.99071 19.99830 2.6268 1.6649 -1.6571 -0.60
O -17.32895 -1.09231 23.08584 -0.4740 -1.4949 3.1388 -0.27
N -12.06201 10.12203 22.87790 -0.5351 -0.6919 -4.8594 -0.39
N -11.60188 10.70771 24.85032 2.4313 2.4420 4.4907 -0.39
N -7.57173 2.59101 20.52868 1.0693 -0.4874 -1.0425 -0.79
N -22.41076 3.14321 19.83463 0.2132 0.1236 -0.3885 -0.72
N -17.85172 6.17895 19.84444 -1.2576 -0.4333 -1.2857 -0.35
N -18.56730 9.08968 30.90448 0.4270 1.2254 -0.5342 -0.69
N -14.90869 2.83625 13.73713 -0.5322 -0.2473 0.3153 -0.77
N -21.56998 16.80559 17.15423 -0.8444 -1.1804 0.1706 -0.71
N -10.57588 2.12933 29.02842 0.2392 -1.8539 -0.1265 -0.67
N -16.84565 6.15387 21.74951 0.1682 -1.4597 3.5495 -0.46
N -17.68943 14.35542 11.82622 -0.7720 1.2075 0.2622 -0.79
N -17.66795 -2.23952 25.62570 1.2895 -1.7192 0.1528 -0.73
N -7.50193 7.84418 15.38167 2.0290 0.9545 1.0851 -0.82
C -8.81731 7.44523 13.40499 -1.7867 -0.2043 0.3667 -0.75
C -23.53996 3.94163 20.27370 -1.3231 0.5725 -0.6453 0.31
C -8.72926 7.30498 14.95603 0.2079 -2.3165 -2.6168 0.54
C -18.45618 6.78432 31.41034 -0.0817 -2.3643 -0.1662 -0.86
C -11.32674 3.20255 29.52952 -0.6448 3.7462 -1.3971 0.60
C -18.44075 -0.18796 26.51271 -0.6233 0.5332 0.5101 -1.32
C -12.40471 10.01384 24.11395 -1.7544 -1.7783 1.8521 0.67
C -15.84152 2.86753 12.62582 0.1454 1.5782 -2.6541 0.39
C -16.71734 -0.61198 21.98428 -0.3946 0.8405 -1.7762 -0.68
C -15.38085 1.99582 11.47222 -0.5888 -1.1954 -1.0653 -0.72
C -16.71960 6.45389 20.46197 0.0411 0.6319 0.3603 0.57
C -8.24553 3.87648 20.59599 1.0103 -1.3700 0.7693 0.58
C -18.31669 7.54584 28.95670 -0.3758 0.2513 0.1802 -1.20
C -17.43387 -0.23383 24.22291 -0.6989 -1.4692 0.2075 -0.78
C -22.16838 12.84073 19.51832 0.0124 0.6191 -0.0822 -0.70
C -23.09748 16.52616 19.04890 -0.8558 -0.7438 -0.1458 -1.39
C -5.00675 5.72140 20.92265 0.5263 -1.4770 0.0950 -0.80
C -15.30287 14.97300 11.51678 -0.3553 -0.0676 0.7421 -1.36
C -18.24112 -1.01122 25.30870 -1.2822 0.9778 -2.3466 0.22
C -15.92554 1.74831 8.96037 0.7371 1.0667 2.2483 -0.66
C -12.69073 2.93240 30.15465 1.4362 0.2800 -0.5367 -0.69
C -23.13750 4.55787 21.56422 -1.5319 0.7955 0.2622 -1.23
C -10.07380 6.53925 11.58872 -0.0169 0.9228 -1.4069 -0.77
C -9.96957 7.85894 15.52124 -0.1417 0.6093 0.4368 -1.41
C -24.14829 4.92512 19.25692 -1.0138 -0.6768 -0.5890 -0.70
C -11.46917 4.32193 28.45017 0.1685 0.4081 0.5288 -1.53
C -18.75632 4.47215 31.99089 1.6667 0.1591 -1.4616 -0.77
C -16.07947 13.29257 13.25177 -0.2990 -1.1181 0.3728 -0.64
C -11.90488 2.74208 32.45858 0.2991 0.1139 -1.7971 -0.67
C -16.32902 13.85804 11.86042 -1.0447 -0.1228 -0.1658 0.29
C -26.29784 5.95161 18.60010 1.6083 0.7478 -0.5046 -0.71
C -18.91146 7.77586 30.37962 0.8859 0.1136 0.1193 0.61
C -9.46990 3.68391 21.43024 -0.9513 0.9305 0.3327 -1.44
C -16.77083 11.73313 14.99645 -0.7333 0.4309 -1.0126 -0.74
C -7.22927 4.87232 21.15404 -1.9176 1.6740 0.4651 -0.68
C -22.55632 14.37158 17.67684 -2.2951 1.7957 -0.8050 -0.77
C -22.06880 15.82014 18.15566 0.8152 -1.1003 1.8453 0.53
C -15.87073 4.35175 12.20196 -1.6857 0.0778 -0.8257 -1.38
H -5.15619 6.78308 20.72616 -0.6778 -0.1041 -0.4320 0.29
H -17.68371 8.36000 28.60376 -0.1187 0.3317 0.2620 0.43
H -21.33939 17.57191 17.77043 0.6215 0.3250 -0.0967 0.28
H -10.47494 1.48212 29.79721 0.4145 -0.3075 0.2870 0.29
H -7.57941 5.88944 20.97803 -0.4278 0.3908 0.0046 0.36
H -4.74790 5.62847 21.97738 -0.2850 -0.0597 0.3004 0.34
H -22.54123 2.89247 18.86499 0.0293 -0.4454 -0.1841 0.26
H -7.88676 7.48063 12.83849 0.3055 -0.6660 0.1230 0.41
H -14.14313 3.37864 13.36319 0.8699 -0.3492 0.0065 0.29
H -15.34778 3.59233 14.24274 0.1330 -0.1042 1.4069 0.35
H -18.03882 0.64009 23.98126 0.5088 0.5181 -0.2093 0.42
H -15.63680 -0.47845 21.93240 0.3214 0.1538 0.8588 0.27
H -16.37130 4.53528 11.25126 -0.0234 -0.3355 -0.2732 0.32
H -18.81699 3.53436 31.43865 -0.8854 -0.1452 0.3662 0.27
H -15.41259 1.00112 11.91682 0.3756 -0.4400 -0.3497 0.30
H -17.68999 6.66325 28.82873 -0.3528 -0.2507 0.3514 0.29
H -19.16925 7.50054 28.27907 0.2739 -0.2099 -0.2507 0.22
H -9.25671 8.43398 13.27305 -0.1333 0.2707 -0.4392 0.31
H -17.79477 14.91236 12.66219 -0.0756 0.9020 0.1070 0.27
H -21.35480 13.48774 19.84633 0.0801 0.6364 -0.5518 0.27
H -17.65336 11.24709 15.41238 -0.0972 0.0911 -0.2330 0.26
H -12.39659 4.27796 27.87917 0.2024 -0.3269 -0.4108 0.31
H -16.41702 13.06096 11.12216 1.0110 -0.2314 -0.0862 0.35
H -24.03905 5.09287 21.86268 -0.0094 0.0937 0.7108 0.34
H -17.72690 9.43337 30.46208 -0.0184 0.0821 -0.2511 0.23
H -18.71715 0.81018 26.17299 0.4869 0.4083 0.5451 0.37
H -27.38343 6.01622 18.67365 0.0849 -1.1281 0.4007 0.27
H -12.13390 2.05535 33.27347 -0.3690 0.5524 0.0885 0.23
H -17.76624 -2.80712 24.79608 0.1368 -0.4739 -0.0299 0.35
H -16.04013 10.95263 14.78432 0.1314 0.0877 -0.2823 0.30
H -18.37963 5.53035 20.41077 -1.0656 0.2288 -1.4838 0.17
H -17.87045 6.42495 18.86503 -0.6323 -0.7732 0.1769 0.23
H -11.49047 5.30715 28.91599 -0.3453 0.0366 0.4472 0.39
H -10.48876 5.65426 11.10631 -0.1409 -0.4574 0.8504 0.24
H -7.20426 4.78326 22.24011 0.3895 -0.3723 0.3749 0.34
H -14.89570 4.82939 12.10561 0.1520 -0.2153 0.3237 0.36
H -8.61116 6.24651 15.18796 -0.9974 -0.5555 -0.3549 0.33
H -22.62228 12.63789 20.48833 -0.5356 -0.5994 -0.4054 0.30
H -18.34823 9.15110 31.88852 -0.3947 -0.4603 0.2301 0.24
H -14.36043 2.21008 11.15452 0.1114 0.2253 -0.1297 0.34
H -16.52012 4.89148 12.89121 0.3621 0.2997 0.3712 0.40
H -15.43601 2.68920 8.70898 0.5701 -0.3577 -0.7606 0.29
H -19.99522 7.71538 30.28005 -0.0473 -0.1436 0.1767 0.21
H -10.06296 8.85282 15.08353 -0.5747 0.0825 0.0640 0.35
H -9.91461 8.00927 16.59943 -0.1933 -0.3758 0.0646 0.36
H -10.74458 7.16299 15.20013 -0.4269 0.4723 0.3100 0.30
H -17.33602 5.28029 21.87797 0.0433 0.1477 0.6895 0.20
H -25.95361 5.71137 17.59418 -0.4960 -0.2852 -0.3561 0.29
H -19.16914 -1.26966 24.79872 -0.5263 0.4156 0.1101 0.37
H -8.50552 4.11996 19.56584 -0.0976 0.2812 0.0091 0.22
H -10.82026 2.81592 32.37954 0.2623 -0.0171 0.1374 0.25
H -15.38465 15.74751 12.27937 -0.0634 -0.0103 0.3791 0.33
H -21.98817 13.92465 16.86103 0.7562 -0.2174 0.5414 0.39
H -15.16679 12.70451 13.15537 0.1470 -0.2778 0.6152 0.36
H -21.20259 15.65405 18.79611 0.2588 -0.1588 0.0796 0.19
H -10.80567 7.33666 11.45972 -0.0622 0.2942 -0.3954 0.30
H -16.77852 1.63651 8.29102 -0.2321 -0.1835 0.5919 0.23
H -9.18982 6.74159 10.98398 0.2112 0.3648 -0.1568 0.31
H -10.68481 3.71472 30.24625 -0.1533 -0.2540 0.6115 0.17
H -6.80191 7.50553 14.73715 0.2927 0.4038 -0.5145 0.28
H -9.86618 4.67716 21.64123 -0.6179 -0.0369 -0.0109 0.33
H -22.37470 5.32556 21.43428 0.3909 -0.4553 0.1449 0.28
H -24.32910 3.20685 20.43320 -0.7049 0.4083 0.3527 0.31
H -7.37721 2.13736 21.40986 -0.6537 0.2080 0.5781 0.27
H -15.27751 0.87192 8.95038 0.1040 0.0937 -0.3906 0.28
H -16.68350 -2.01414 25.63869 0.6887 -0.6662 0.4921 0.29
H -7.25547 7.24026 16.15281 0.2278 0.5905 0.9059 0.29
H -24.03307 16.62206 18.49793 -0.0550 0.5218 -0.3620 0.37
H -15.46690 15.55615 10.61062 -0.2490 -0.7005 -0.3312 0.37
H -17.37897 6.70520 31.55689 0.4167 0.7575 -0.1217 0.30
H -14.26594 14.64077 11.56689 -0.0457 -0.2306 -0.1871 0.33
H -10.91894 11.37947 24.53028 -0.2540 -0.3690 0.1025 0.16
H -23.49180 14.63745 17.18461 -0.1255 0.1071 -0.5954 0.27
H -19.41173 4.59880 32.85257 -0.2030 -0.0072 -0.2048 0.27
H -6.64310 2.89317 20.27090 0.5159 -0.7538 -0.6775 0.33
H -16.37460 12.37677 15.78183 0.0907 0.3785 -0.2096 0.30
H -11.69164 10.53255 25.84096 0.1502 0.4225 -0.1438 0.21
H -22.73001 17.49993 19.37268 -0.0726 0.0050 -0.0709 0.40
H -10.56548 4.43044 27.85044 -0.2143 -0.6216 -0.4191 0.41
H -13.19346 3.88698 30.31001 -0.0849 0.2412 0.7105 0.33
H -17.53483 -0.29798 27.10880 0.0578 0.7548 0.1503 0.31
H -16.85172 2.51459 12.83325 0.0516 0.1266 0.6035 0.32
H -22.41468 17.16978 16.73714 -0.2495 0.0840 -0.7270 0.30
H -23.46002 15.99059 19.92630 0.5827 -0.3279 0.1806 0.31
H -13.36428 2.37308 29.50536 0.1692 -0.2737 -0.1690 0.36
H -17.24576 0.33079 21.84257 0.4788 0.4856 -1.2411 0.29
H -26.02463 7.00233 18.69731 0.4388 0.2569 0.3940 0.30
H -12.68220 9.60547 22.27075 0.4368 0.4331 -0.6262 0.24
H -24.10995 4.45444 18.27453 0.1391 -0.1453 -0.2963 0.35
H -18.33311 13.62153 12.08539 0.0335 -0.6314 -0.4257 0.35
H -10.19982 3.05300 20.92303 -0.0521 0.3059 -0.2362 0.37
H -11.16207 1.59339 28.40452 -0.0638 -0.0891 -0.6223 0.27
H -16.44117 -0.06620 24.64072 0.2143 0.7021 -0.1108 0.35
H -21.67612 11.98764 19.05140 -0.3304 -0.3022 0.1097 0.29
H -23.52770 5.81707 19.17094 -0.4676 0.6019 0.3080 0.34
H -12.27111 3.76871 32.45411 -0.3001 0.0118 0.9984 0.34
H -9.35140 3.20510 22.40225 0.7150 0.0145 0.0263 0.35
H -16.92046 -1.35065 21.20891 -0.2278 0.3341 -0.3643 0.23
H -17.70514 4.44021 32.27748 0.1930 0.1158 0.8929 0.32
H -15.94940 14.11346 13.95697 0.1996 0.1015 0.1057 0.34
H -4.13129 5.34766 20.39163 0.0840 0.4493 -0.1197 0.28
H -11.37670 10.79729 22.57053 -0.4323 -0.4646 -0.2684 0.17
H -22.94107 3.75054 22.26972 0.4535 0.4497 0.2444 0.33
H -22.69317 2.36394 20.41176 1.3071 -1.0790 -0.4853 0.31
H -16.04586 6.24892 22.35893 0.0746 0.0122 -0.3505 0.24
H -18.89296 6.95778 32.39381 -0.2840 0.3575 0.1107 0.42
H -19.26889 -0.52168 27.13793 0.0437 -0.2955 -0.0879 0.32
```
Forces are in eV/Å.

Computed properties:
Energy above the lowest of the compared OMol25 structures with the same formula, charge and spin ... 214.5 kcal per mole
Frontier orbital gap ... 9.298 eV
Total energy ... -83023.9720 eV
Structure (SMILES) ... COC[C@H](C)N.COC[C@H](C)N.COC[C@H](C)N.COC[C@H](C)N.COC[C@H](C)N.COC[C@H](C)N.COC[C@H](C)N.COC[C@H](C)N.COC[C@H](C)N.NC(N)=O.NC(N)=O